No. 1
C34H98N4O16 | ωB97M-V/def2-TZVPD

The value obtained for the HOMO energy is -9.06 eV. The value obtained for the LUMO energy is -0.0035 Ha. Its electronic energy is -75559.77159 eV. Its orbital gap is 8.96 eV. As for the total charge: 0. For the molar mass, the calculation gives 819.17 g mol⁻¹.

```
152
Properties=species:S:1:pos:R:3:forces:R:3:lowdin_charge:R:1
C -2.9718 3.4574 -3.1187 -0.62 0.12 0.78 -0.07
C -1.6271 4.0544 -2.8086 0.39 -0.39 0.09 -0.35
O -0.7479 3.8657 -3.8565 1.17 1.20 -1.65 -0.11
H -2.9171 2.4220 -3.4548 0.26 0.05 -0.13 0.06
H -3.4947 4.0610 -3.8606 0.00 -0.10 -0.07 0.08
H -3.5573 3.4356 -2.1995 -0.33 0.08 -0.01 0.06
H -1.1225 3.5857 -1.9638 -0.56 0.02 0.82 0.10
H -1.6713 5.1314 -2.6465 -0.23 -0.01 0.24 0.11
H -0.5204 2.9352 -3.9204 -0.48 -0.63 0.01 -0.01
C 1.4283 -3.9101 -1.3383 0.10 -0.52 0.44 -0.08
C 1.4767 -2.7158 -2.2343 0.43 -1.59 -2.16 -0.26
O 0.4229 -2.8195 -3.2287 -1.72 0.64 0.62 -0.12
H 0.6129 -3.8008 -0.6232 0.18 -0.23 0.17 0.05
H 2.3875 -4.0444 -0.8382 -0.08 0.33 0.44 0.09
H 1.3159 -4.8456 -1.8862 -0.32 0.13 -0.24 0.08
H 2.2851 -2.8596 -2.9511 1.20 0.81 1.06 0.12
H 1.4732 -1.8039 -1.6372 -0.14 0.29 -0.61 0.11
H 0.7486 -2.9824 -4.1169 0.34 0.15 0.30 0.09
C -7.0265 1.8268 0.0586 -0.19 -0.25 0.16 -0.07
C -5.6783 1.1251 0.2500 0.27 0.37 -0.53 -0.33
O -4.6899 1.9620 -0.3183 -0.70 1.19 -0.33 -0.12
H -7.1517 2.7497 0.6248 0.46 0.08 0.05 0.07
H -7.8788 1.2157 0.3559 0.12 -0.36 0.08 0.07
H -7.1912 2.0712 -0.9907 0.24 -0.01 -0.05 0.07
H -5.6545 0.1661 -0.2676 -0.32 -0.18 -0.06 0.09
H -5.4199 0.9074 1.2863 -0.31 0.07 0.35 0.09
H -3.7922 1.6360 -0.2216 0.33 -0.87 0.30 0.03
C 0.9411 2.1914 4.0144 -0.65 2.46 0.05 -0.10
C 0.4824 0.9044 4.4886 1.20 -2.30 0.14 -0.32
O 1.2253 -0.0427 3.7250 0.21 -1.32 0.73 -0.10
H 0.7318 2.2471 2.9462 0.31 0.33 -0.01 0.07
H 1.9866 2.3592 4.2730 0.05 -0.11 -0.38 0.09
H 0.3711 2.9834 4.5003 -0.03 0.36 -0.05 0.08
H -0.5822 0.6821 4.4164 -0.20 0.33 0.06 0.10
H 0.8512 0.7216 5.4978 -0.53 0.06 0.30 0.12
H 1.0998 0.1280 2.7887 -0.38 0.06 -0.24 0.01
C -2.2657 -5.3996 -0.8189 0.13 -0.68 -0.34 -0.08
C -2.7122 -5.3338 -2.2967 0.52 0.44 1.62 -0.30
O -4.0998 -5.6206 -2.3333 -0.01 0.02 -0.20 -0.07
H -1.2547 -5.0219 -0.6658 -0.10 0.35 -0.23 0.05
H -2.2005 -6.4176 -0.4348 -0.32 -0.21 -0.22 0.07
H -2.9577 -4.8692 -0.1649 0.00 0.21 -0.18 0.07
H -2.1328 -6.0142 -2.9207 0.02 -0.13 -0.03 0.11
H -2.4975 -4.3062 -2.5900 -0.16 0.15 -0.44 0.08
H -4.3841 -5.5463 -3.2473 -0.17 -0.06 -0.06 0.08
C -2.5467 2.8216 3.2291 -1.03 -0.32 -0.02 -0.05
C -4.0898 2.8937 3.1325 0.58 -1.59 -0.72 -0.35
O -4.6053 3.9506 3.8531 -0.16 1.63 0.73 -0.06
H -2.1459 1.9160 2.7739 -0.31 -0.03 -0.43 0.04
H -2.1896 2.7261 4.2545 -0.11 0.66 0.10 0.07
H -2.1594 3.6775 2.6764 0.32 0.05 0.41 0.09
H -4.6218 2.0154 3.4982 0.54 -0.79 0.15 0.10
H -4.3815 2.9408 2.0833 0.20 0.25 -0.32 0.09
H -5.5479 3.9819 3.6738 -0.03 0.18 0.08 0.09
C -2.4680 -2.0187 -4.8344 -2.27 -0.23 -0.20 -0.24
C -2.9535 -1.2056 -3.6041 2.53 -0.93 -0.50 -0.17
O -1.9586 -1.4616 -2.5966 -0.83 0.92 0.60 -0.12
O -1.5119 -1.3321 -5.6031 0.44 0.64 0.22 -0.07
H -3.3632 -2.1950 -5.4308 -0.17 -0.07 -0.40 0.11
H -2.0966 -3.0115 -4.5803 0.05 -0.02 0.53 0.11
H -3.9314 -1.4575 -3.1937 -0.02 -0.27 -0.39 0.12
H -2.9330 -0.1565 -3.8991 -0.14 0.20 0.13 0.11
H -1.2612 -2.0063 -2.9689 0.53 -0.17 -0.06 0.02
H -1.1859 -1.9099 -6.2970 -0.07 -0.03 -0.04 0.10
C 5.5226 2.1452 3.0616 0.20 -0.57 1.21 -0.24
C 5.7058 1.0085 4.0851 0.42 -0.91 -0.57 -0.24
O 6.7661 1.2210 4.9911 0.17 0.94 0.74 -0.07
O 5.1243 3.3371 3.6988 -1.01 0.56 -0.56 -0.07
H 4.7629 1.8498 2.3379 -0.28 0.18 0.19 0.09
H 6.4207 2.3295 2.4720 0.42 -0.20 0.06 0.11
H 5.9640 0.0401 3.6567 -0.40 -0.02 -1.01 0.11
H 4.8126 0.7775 4.6655 -0.13 0.63 0.04 0.12
H 7.5815 1.2563 4.4856 0.11 -0.01 0.00 0.08
H 5.6036 3.5898 4.4913 0.46 -0.64 -0.06 0.09
C -4.4653 -2.0655 3.0626 0.68 1.09 0.20 -0.21
C -4.9889 -2.7539 1.7720 0.61 -1.92 1.16 -0.21
O -4.6286 -2.0223 0.5970 -0.70 0.17 1.06 -0.09
O -4.6031 -2.6664 4.3727 -0.40 -0.50 -1.23 -0.06
H -4.8659 -1.0529 3.1117 -0.22 0.12 -0.17 0.11
H -3.3871 -1.9250 2.9862 0.12 -0.07 -0.46 0.11
H -6.0099 -3.1090 1.9123 -0.72 1.09 -0.44 0.12
H -4.5330 -3.7407 1.6909 0.68 -0.14 0.17 0.10
H -5.0283 -2.4370 -0.1710 -0.05 -0.15 0.00 0.10
H -5.2484 -2.1783 4.8893 -0.12 -0.01 -0.19 0.08
C 1.8839 1.7477 -3.3235 0.01 -0.32 -1.52 -0.03
C 1.0451 1.4193 -4.6158 1.00 -0.05 1.26 -0.39
C 1.6521 0.2642 -5.4479 0.18 0.40 0.15 -0.20
O 2.9576 0.5001 -5.9514 -0.62 -0.24 0.68 -0.21
C 3.0523 1.6020 -6.8599 -0.33 -1.61 0.51 -0.08
N -0.3204 1.1683 -4.1829 -0.08 -1.01 0.08 0.06
H 2.9181 1.9074 -3.6285 0.02 0.46 0.05 0.08
H 1.9626 0.9072 -2.6339 -0.49 -0.20 0.04 0.05
H 1.4469 2.6258 -2.8482 0.23 -0.03 0.12 0.08
H 0.9779 2.3464 -5.1851 0.43 -0.03 -0.40 0.13
H 0.9818 0.0057 -6.2677 -0.29 0.24 -0.37 0.11
H 1.7123 -0.6550 -4.8652 0.10 0.08 0.41 0.11
H 2.0799 1.7295 -7.3355 -0.01 0.44 -0.14 0.09
H 3.7353 1.1618 -7.5864 0.37 1.11 -0.21 0.09
H 3.3611 2.4690 -6.2759 0.21 0.26 -0.65 0.09
H -0.2937 0.5177 -3.4108 0.02 -0.07 0.57 0.07
H -0.7904 0.5970 -4.8705 -0.37 0.21 -0.54 0.06
C 7.0077 6.8513 -1.5557 -1.40 1.24 -0.24 -0.06
C 5.8366 7.2356 -0.6233 -0.29 -3.50 0.03 -0.44
C 5.2886 5.9436 0.1580 -0.11 1.64 -0.53 -0.19
O 4.6687 4.9912 -0.6497 0.19 -0.03 -1.68 -0.18
C 4.0152 3.9659 0.0322 0.05 -0.11 0.58 -0.12
N 6.3571 8.1122 0.3617 0.69 1.15 0.91 0.01
H 6.7069 6.2213 -2.3928 0.05 -0.40 0.35 0.07
H 7.8607 6.5005 -0.9749 -0.10 -0.03 -0.22 0.08
H 7.1831 7.8222 -2.0190 0.95 0.01 -0.20 0.07
H 5.0451 7.7768 -1.1418 -0.39 -0.75 -0.56 0.13
H 4.5382 6.3623 0.8286 -0.11 -0.14 0.62 0.11
H 6.1036 5.4846 0.7177 0.21 0.17 0.22 0.13
H 4.7068 3.3018 0.5506 0.34 0.17 0.42 0.07
H 3.4797 3.2778 -0.6219 -0.12 0.59 -0.51 0.07
H 3.3317 4.4233 0.7475 -0.26 -0.29 0.27 0.09
H 6.4859 8.9758 -0.1460 0.53 0.45 0.26 0.07
H 5.6627 8.3525 1.0547 -0.23 -0.15 0.24 0.07
C -1.1177 -1.7368 0.7347 2.04 -0.55 0.57 -0.04
C -1.4024 -0.2308 0.8197 -1.18 -0.51 -0.25 -0.37
C -0.3207 0.7614 0.3366 0.81 -0.95 0.65 -0.10
O 0.8492 0.5831 1.1890 -1.75 -0.43 -0.48 -0.24
C 1.9996 1.2243 0.7722 0.53 0.83 0.09 -0.11
N -2.6100 -0.0130 0.0466 0.14 1.54 -0.83 0.06
H -1.8981 -2.4465 1.0095 -0.60 0.68 0.08 0.07
H -0.2844 -2.0327 1.3720 0.25 0.17 0.36 0.07
H -0.7758 -2.0906 -0.2380 -0.25 0.53 -0.47 0.05
H -1.7429 0.0393 1.8193 0.79 -0.05 0.44 0.12
H -0.6929 1.7846 0.2868 -0.13 0.21 0.78 0.12
H 0.0154 0.6162 -0.6901 -0.11 -0.68 -0.33 0.11
H 1.9654 2.2825 1.0312 -0.20 0.41 -0.44 0.08
H 2.1403 1.0766 -0.2985 0.35 0.09 -0.08 0.08
H 2.8442 0.8812 1.3698 0.00 -0.56 -0.23 0.09
H -2.3891 -0.3518 -0.8788 -0.52 -0.22 -0.36 0.05
H -3.3917 -0.5293 0.4242 0.17 -0.26 -0.12 0.04
C -0.6214 -5.7625 2.1506 -0.03 -1.06 -0.91 -0.08
C -0.4231 -6.4775 3.4725 0.34 0.94 -0.64 -0.44
C 0.9246 -6.0117 4.0720 0.64 -0.88 0.24 -0.18
O 2.1141 -6.3534 3.3092 -0.11 0.59 0.16 -0.20
C 2.6665 -7.6711 3.3787 -0.94 0.42 0.12 -0.10
N -1.6015 -6.1676 4.2895 0.66 -0.63 0.18 0.05
H -0.5419 -4.6788 2.2358 0.17 -0.01 -0.14 0.08
H -1.5510 -6.0394 1.6533 -0.46 0.24 0.63 0.06
H 0.0675 -6.2179 1.4390 0.70 0.73 -0.04 0.08
H -0.3120 -7.5346 3.2310 -0.51 -0.25 0.40 0.13
H 1.0448 -6.4110 5.0791 -0.09 -0.20 0.26 0.11
H 0.9103 -4.9277 4.1854 0.18 0.10 -0.26 0.12
H 3.4725 -7.7402 2.6481 -0.49 0.04 -0.44 0.08
H 1.8320 -8.3530 3.2153 0.40 -0.57 -0.31 0.08
H 3.1712 -7.9655 4.2989 -0.30 0.48 0.66 0.08
H -1.4768 -6.4980 5.2358 -0.06 -0.12 0.24 0.07
H -1.6991 -5.1645 4.3547 -0.09 0.24 -0.05 0.07
```
Forces are in eV/Å.

=====

No. 2
C49H28BrCl4N5RuS4 | ωB97M-V/def2-TZVPD

The value obtained for the HOMO energy (alpha / beta) is -3.91 / -4.03 eV. As for the spin multiplicity: 2. The value obtained for the LUMO energy (alpha / beta) is 0.0442 / 0.0447 Ha. Its electronic energy is -224779.54207 eV. Its orbital gap (alpha / beta) is 5.12 / 5.25 eV. The expectation value of S² is 0.762. As for the total charge: -1. For the molar mass, the calculation gives 1137.85 g mol⁻¹.

```
92
Properties=species:S:1:pos:R:3:forces:R:3:lowdin_spin:R:1
Ru 0.4819 -0.3872 -0.0263 -0.05 0.89 0.53 0.02
Cl 4.9588 3.4228 -7.1774 0.08 0.09 -0.14 0.00
C 4.2715 2.5728 -5.8283 -0.10 -0.07 0.18 0.00
C 5.0878 1.7936 -5.0263 0.02 0.07 -0.15 0.00
C 4.5406 1.1210 -3.9487 -0.24 -0.05 0.04 0.00
C 3.1807 1.2217 -3.6555 0.16 0.26 -0.36 0.00
C 2.3774 1.9954 -4.4995 0.13 -0.02 0.14 0.00
C 2.9129 2.6788 -5.5718 0.20 0.02 -0.17 0.00
C 2.5193 0.5672 -2.5185 -0.23 -0.54 0.69 0.01
C 3.0040 0.7570 -1.2093 -0.59 -0.30 -0.48 0.00
C 4.2882 1.2613 -0.8546 0.53 0.14 0.68 0.00
C 4.4563 1.0295 0.4804 0.49 0.23 -0.70 0.00
C 3.2303 0.4924 0.9765 -0.66 -0.40 0.35 0.00
C 2.8617 0.2400 2.3151 -1.16 0.46 -0.59 -0.01
C 3.8450 0.0141 3.3704 0.43 -0.13 0.49 0.00
C 3.6216 -1.0899 4.2084 0.06 0.14 -0.22 0.00
C 4.5044 -1.4359 5.2073 0.24 0.04 0.18 0.00
C 5.6500 -0.6749 5.3870 -0.24 -0.01 -0.13 0.00
Cl 6.7726 -1.1080 6.6354 0.17 -0.04 0.15 0.00
C 5.8944 0.4306 4.5911 0.10 -0.12 0.17 0.00
C 4.9947 0.7743 3.6000 -0.28 -0.05 -0.03 0.00
C 1.4930 0.1936 2.7294 0.41 -0.14 -1.20 0.01
N 0.4208 -0.0349 1.9259 -0.10 0.27 0.62 -0.01
C -0.7177 0.1340 2.6767 -0.48 -0.49 -1.04 0.01
C -2.0191 -0.1927 2.2320 1.08 -0.27 -0.14 -0.01
C -3.1683 0.0330 3.1181 -0.28 0.07 0.30 0.00
C -3.2288 -0.4988 4.4054 -0.04 0.06 -0.13 0.00
C -4.3447 -0.3088 5.1990 -0.20 0.00 0.09 0.00
C -5.4170 0.4147 4.7042 0.19 -0.02 -0.15 0.00
Cl -6.8375 0.6199 5.6771 -0.18 0.05 0.18 0.00
C -5.3801 0.9599 3.4318 -0.11 -0.08 0.13 0.00
C -4.2629 0.7598 2.6468 0.23 -0.01 0.10 0.00
C -2.2935 -0.8662 1.0275 0.51 0.03 0.12 0.01
C -3.4730 -1.6304 0.7757 -0.27 -0.41 -0.41 0.00
C -3.2522 -2.3445 -0.3643 -0.40 -0.04 0.46 0.00
C -1.9684 -1.9581 -0.8629 0.33 0.29 -0.11 0.01
N -1.4074 -1.0787 0.0187 -0.02 -0.05 0.08 0.00
C -1.3673 -2.3488 -2.0719 0.64 0.76 0.23 0.03
C -0.2134 -1.7273 -2.6117 -0.68 0.03 0.92 0.00
C 0.2057 -1.7910 -3.9654 0.87 0.43 -0.84 0.00
C 1.2129 -0.8698 -4.1197 -0.83 -0.85 -0.66 0.00
C 1.4350 -0.2792 -2.8493 0.13 0.02 1.05 0.00
N 0.5559 -0.8154 -1.9548 0.32 0.07 -0.64 0.01
C -2.0061 -3.3940 -2.8744 -0.18 -0.37 -0.29 0.00
C -3.3466 -3.3231 -3.2541 0.22 0.08 -0.05 0.00
C -3.9326 -4.3319 -3.9937 -0.05 -0.18 -0.10 0.00
C -3.1729 -5.4252 -4.3776 0.13 0.18 0.13 0.00
Cl -3.8985 -6.6919 -5.3185 -0.07 -0.12 -0.07 0.00
C -1.8335 -5.5115 -4.0309 -0.17 -0.13 -0.14 0.00
C -1.2603 -4.5022 -3.2829 -0.14 0.12 0.12 0.00
C -0.3470 0.5528 3.9760 1.21 0.31 0.85 0.01
C 1.0298 0.5540 4.0183 -1.16 0.03 0.94 0.01
N 2.3795 0.3252 -0.0749 -0.14 -0.03 -0.07 0.00
H 6.1404 1.7033 -5.2504 0.05 0.02 -0.04 0.00
H 5.1732 0.4880 -3.3464 0.05 -0.07 0.07 0.00
H 1.3196 2.0636 -4.2939 -0.09 0.05 0.08 0.00
H 2.2868 3.2919 -6.2026 -0.02 0.03 -0.06 0.00
H 4.9839 1.7215 -1.5270 0.18 0.09 -0.02 0.00
H 5.3320 1.2504 1.0535 0.20 0.05 0.08 0.00
H 2.7408 -1.6939 4.0467 -0.05 -0.03 -0.03 0.00
H 4.3131 -2.2919 5.8389 0.03 -0.02 0.02 0.00
H 6.7819 1.0213 4.7559 0.07 0.08 0.03 0.00
H 5.1722 1.6701 3.0297 0.00 0.10 -0.09 0.00
H -2.4067 -1.0894 4.7819 0.07 -0.04 -0.02 0.00
H -4.3976 -0.7405 6.1875 -0.01 -0.01 0.07 0.00
H -6.2200 1.5209 3.0543 -0.11 0.07 0.00 0.00
H -4.2234 1.1825 1.6555 0.00 0.00 -0.11 0.00
H -4.3425 -1.6464 1.4055 -0.14 -0.10 0.06 0.00
H -3.9086 -3.0734 -0.8010 -0.11 -0.02 -0.06 0.00
H -0.2139 -2.4308 -4.7170 -0.07 -0.06 -0.19 0.00
H 1.7534 -0.6452 -5.0185 0.09 0.01 -0.18 0.00
H -3.9176 -2.4445 -2.9982 -0.07 0.10 0.05 0.00
H -4.9725 -4.2664 -4.2760 -0.06 -0.02 -0.07 0.00
H -1.2471 -6.3610 -4.3453 0.02 -0.10 -0.03 0.00
H -0.2218 -4.5773 -2.9943 0.08 0.06 0.00 0.00
H -1.0198 0.8158 4.7705 -0.03 0.08 0.11 0.00
H 1.6587 0.8118 4.8505 0.03 0.07 0.14 0.00
S -2.6982 0.7283 -2.6010 0.03 0.11 -0.01 0.46
S -3.4865 1.4770 -1.0093 0.25 0.24 0.10 0.37
S -1.9108 2.3238 0.2661 -0.56 0.13 -0.19 0.07
S -0.1686 1.8882 -0.5599 0.28 -0.57 -0.20 0.01
Br 4.1331 -4.2833 -1.8725 -0.15 0.06 0.03 0.00
C 2.5183 -3.9351 -0.9311 0.02 -0.98 -0.16 0.00
C 1.5705 -4.9487 -0.7862 -0.07 0.93 0.37 0.00
C 0.4498 -4.6355 -0.0142 0.63 -0.67 -0.44 0.00
C 0.3205 -3.3798 0.5254 0.56 0.86 0.37 0.00
N 1.2137 -2.3789 0.3190 -0.11 -1.21 -1.02 0.00
C 2.3249 -2.6911 -0.3881 -0.44 0.27 0.64 0.00
H 1.7122 -5.9180 -1.2344 0.00 -0.11 -0.05 0.00
H -0.3148 -5.3799 0.1451 -0.11 -0.01 0.09 0.00
H -0.5191 -3.1475 1.1658 -0.09 0.20 -0.15 0.00
H 3.0843 -1.9292 -0.4969 -0.20 0.20 -0.08 0.00
```
Forces are in eV/Å.